Entry 1:
C28H32BiN2O8S | ωB97M-V with the def2-TZVPD basis set

```
72
Properties=species:S:1:pos:R:3:mulliken_charge:R:1
Bi -0.065 1.302 -0.362 2.791
S 2.590 -1.834 0.125 0.801
O 0.497 0.246 -2.465 -0.544
O -2.336 2.506 -3.801 -0.747
O -2.043 -0.494 -0.663 -0.059
O 0.134 -0.299 1.405 -0.727
O 0.176 -0.693 -4.445 -0.816
O 2.243 1.805 -0.308 -0.889
O -1.614 2.409 -1.717 -0.701
O 3.881 -1.457 0.722 -0.770
N -1.830 1.799 1.230 0.162
N 0.099 3.447 0.732 -0.052
C -2.894 -2.517 3.107 -0.780
C 5.089 2.613 1.699 -0.596
C -2.673 0.439 -2.699 0.158
C 3.704 -0.647 -2.105 -1.195
C -1.758 -1.486 -1.636 -0.017
C 1.456 -4.428 -0.349 -0.931
C 3.279 3.984 2.431 -0.831
C 4.594 3.623 2.536 -0.644
C -4.097 -1.198 -1.418 -0.959
C -2.324 3.118 0.979 -0.880
C 2.912 2.362 0.624 0.540
C 2.625 -3.718 0.303 -0.865
C -0.845 -0.941 1.918 0.152
C -3.062 -2.312 -1.653 -0.910
C 2.413 3.388 1.489 0.426
C -1.626 -3.057 2.865 -0.552
C 4.278 1.995 0.793 -0.327
C 1.083 3.871 1.437 0.139
C -3.186 0.042 -1.307 0.032
C -0.209 -0.326 -3.344 -0.301
C -2.143 -0.396 2.191 0.907
C -1.160 4.119 0.830 -1.006
C -3.128 -1.205 2.786 -0.709
C -1.671 -0.709 -2.965 0.378
C -0.637 -2.296 2.306 -0.444
C -2.506 0.953 1.904 -0.579
C 2.852 -1.836 -1.720 -0.290
C -2.127 1.891 -2.772 -0.388
H -0.863 -2.038 -1.356 0.017
H -2.861 3.097 0.026 0.202
H 2.638 -3.897 1.378 0.451
H -3.196 -2.840 -2.594 0.423
H -3.017 3.441 1.768 0.626
H 0.350 -2.694 2.125 0.591
H -3.486 1.259 2.310 0.201
H 3.908 -0.663 -3.174 0.448
H 3.584 -4.040 -0.101 0.492
H 0.895 4.737 2.090 0.145
H -1.429 -4.090 3.120 0.409
H 3.177 0.272 -1.860 0.029
H 6.130 2.332 1.769 0.407
H 4.633 1.189 0.171 0.257
H -4.630 -1.346 -0.479 0.285
H 1.438 -4.247 -1.421 0.280
H 2.876 4.745 3.090 0.311
H -1.147 4.821 1.677 0.510
H -3.611 0.861 -0.732 0.432
H 1.864 -1.741 -2.162 -0.083
H 0.512 -4.091 0.076 0.125
H -4.815 -1.102 -2.228 0.414
H -3.474 0.415 -3.443 0.423
H 4.650 -0.677 -1.565 0.415
H -3.074 -3.046 -0.847 0.304
H -1.318 4.686 -0.091 0.213
H 3.317 -2.773 -2.028 0.607
H -4.104 -0.770 2.979 0.352
H 5.242 4.099 3.258 0.371
H -2.020 -1.334 -3.792 0.584
H -3.681 -3.124 3.534 0.377
H 1.540 -5.503 -0.183 0.405
```

Its net charge is -1. For the gap between HOMO and LUMO, the calculation gives 7.7 eV. The calculation puts the maximum force at 2.091 eV Å⁻¹. Its HOMO energy is -5.15 eV.

---

Entry 2:
C28H32BrFeN4O3Si2 | ωB97M-V with the def2-TZVPD basis set

```
71
Properties=species:S:1:pos:R:3:mulliken_charge:R:1
Br -4.756 4.622 3.554 -0.271
Fe 0.158 -0.285 0.537 0.455
Si 0.072 -0.145 -1.833 1.143
Si 2.427 -0.044 -0.007 1.519
O -0.464 1.891 0.638 -0.180
O 0.084 3.921 1.335 -0.386
O -0.836 0.062 3.047 -0.601
N 1.400 0.680 2.150 -1.460
N -2.151 -0.682 0.751 0.377
N 1.237 2.084 2.080 0.673
N -0.389 -2.648 0.341 -0.329
C -1.994 -3.953 -0.927 1.601
C 1.001 4.729 2.049 -0.969
C -2.393 3.174 4.220 -0.682
C -0.790 -1.501 -2.844 -1.101
C 1.757 -0.140 -2.713 0.200
C -1.504 2.109 4.081 -0.343
C -1.620 -2.791 -0.201 0.047
C -0.820 1.437 -2.352 -1.370
C -3.279 -4.031 -1.524 -1.023
C 0.195 -4.827 -0.460 -0.960
C -3.830 -1.848 -0.617 -1.058
C 4.148 -0.344 -2.406 -0.653
C 4.339 -0.323 -3.780 -0.613
C 0.476 -3.636 0.219 -0.301
C -2.793 1.167 2.249 0.490
C 3.291 -1.470 0.922 -1.630
C -3.707 2.224 2.431 -0.864
C -3.497 3.194 3.386 0.028
C 0.272 2.582 1.327 0.095
C 2.862 -0.246 -1.857 0.205
C -4.159 -2.985 -1.364 -0.854
C 1.961 -0.107 -4.098 -0.670
C -2.564 -1.707 -0.027 0.687
C -3.032 0.215 1.209 -0.544
C 3.240 -0.191 -4.631 -0.648
C -1.035 -4.975 -1.045 -0.709
C 3.517 1.503 0.281 -1.485
C -1.699 1.115 3.140 0.135
H 1.111 -0.015 -4.773 0.277
H -4.565 2.287 1.770 0.428
H -4.563 -1.060 -0.506 0.264
H 3.835 1.629 1.323 0.331
H 1.825 2.676 2.630 0.333
H -4.046 0.237 0.810 0.071
H 4.412 1.427 -0.344 0.564
H -0.315 -2.476 -2.678 0.181
H 2.983 2.413 -0.022 0.186
H 5.339 -0.398 -4.195 0.372
H -1.278 -5.864 -1.620 0.390
H 3.389 -0.157 -5.704 0.376
H 3.362 -2.339 0.257 0.358
H 5.016 -0.437 -1.754 0.379
H 1.448 -3.485 0.680 0.462
H -0.637 2.053 4.730 0.428
H 2.031 4.553 1.726 0.338
H -2.231 3.947 4.957 0.433
H 0.040 0.416 3.267 0.565
H 4.307 -1.203 1.241 0.417
H 0.917 4.570 3.129 0.318
H -0.311 2.321 -1.955 0.264
H -1.845 1.445 -1.957 0.253
H -1.860 -1.596 -2.625 0.181
H -0.861 1.505 -3.446 0.432
H -5.137 -3.043 -1.831 0.353
H 0.734 5.757 1.828 0.272
H 0.951 -5.601 -0.522 0.401
H 2.718 -1.764 1.812 0.395
H -0.680 -1.249 -3.906 0.558
H 2.328 0.526 2.522 0.123
H -3.544 -4.905 -2.108 0.349
```

Its net charge is -1. Its expectation value of S² is 6.189. For the gap between HOMO and LUMO (spin up / spin down), the calculation gives 4.7 / 6.8 eV. The calculation puts the maximum force at 1.437 eV Å⁻¹. Its HOMO energy (spin up / spin down) is -2.30 / -4.37 eV. As for the spin multiplicity: 5.

---

Entry 3:
C28H32Cl3N4O5OsPS2 | ωB97M-V with the def2-TZVPD basis set

```
76
Properties=species:S:1:pos:R:3:mulliken_charge:R:1
Os 0.409 -1.852 -0.535 1.720
Cl 1.846 -7.262 -0.823 -0.082
Cl -0.478 -6.330 0.657 -0.088
Cl -0.756 -7.104 -2.137 -0.061
S 2.970 -1.915 -0.289 -0.482
S 0.548 -1.689 2.022 -0.468
P 2.530 -1.980 1.673 0.911
O 3.038 -3.364 2.202 -0.312
O 2.615 0.048 -3.473 -0.476
O 3.386 -0.943 2.509 -0.224
O -4.490 0.360 -1.549 -0.490
O -1.540 2.332 0.799 0.134
N 0.378 0.339 -1.410 0.125
N 0.769 -3.884 -1.560 -0.568
N -1.943 0.547 -1.527 0.108
N -0.666 2.402 -1.810 0.101
C 3.048 2.648 -0.263 -1.188
C -2.425 -0.741 -1.303 0.126
C -0.706 1.066 -1.527 -0.009
C -4.466 -2.036 -1.177 -0.492
C 3.459 1.166 3.665 -1.485
C 2.642 0.811 -2.351 0.422
C -1.576 3.376 -1.309 -0.266
C 1.631 1.021 -1.393 -0.673
C -2.017 3.343 0.027 1.299
C -2.859 4.344 0.489 -0.943
C -3.245 5.378 -0.352 -0.808
C -2.787 5.429 -1.657 -0.784
C -5.664 0.627 -0.787 -0.854
C 1.499 -0.674 -3.955 -0.463
C -1.955 4.426 -2.131 -0.487
C -2.327 -3.107 -0.987 0.098
C -1.642 -1.883 -1.111 -0.321
C -1.851 2.340 2.182 -1.092
C 2.780 -3.949 3.504 -0.301
C -3.835 -0.819 -1.319 0.962
C 3.284 -3.113 4.662 -0.919
C 1.866 1.947 -0.366 0.066
C -3.703 -3.185 -1.010 -1.315
C 0.606 -5.001 -1.342 -0.148
C 3.851 1.501 -2.203 -0.573
C 0.329 -6.365 -0.952 0.781
C 3.243 0.481 2.336 0.515
C 4.055 2.411 -1.192 -0.640
H 3.122 -3.669 5.585 0.415
H -5.401 0.832 0.254 0.292
H -3.075 6.243 -2.307 0.402
H -4.194 -4.144 -0.912 0.431
H 1.136 -1.416 -3.244 0.046
H 0.673 -0.016 -4.230 0.268
H -1.444 3.226 2.676 0.373
H -5.545 -2.103 -1.220 0.337
H 4.348 -2.907 4.557 0.272
H 4.449 0.934 4.058 0.345
H -1.587 4.451 -3.149 0.478
H 1.707 -4.130 3.594 0.309
H 4.616 1.306 -2.943 0.499
H 3.980 0.806 1.603 0.243
H -6.377 -0.196 -0.821 0.367
H -2.692 1.211 -1.676 0.344
H 3.390 2.245 3.520 0.399
H 4.992 2.948 -1.124 0.408
H 2.709 0.858 4.393 0.323
H -1.774 -4.030 -0.869 -0.107
H 2.747 -2.168 4.725 0.219
H -6.116 1.508 -1.233 0.247
H -3.196 4.341 1.517 0.461
H -3.893 6.157 0.025 0.451
H 1.856 -1.195 -4.840 0.295
H 2.248 0.699 1.944 -0.214
H 0.226 2.760 -2.112 0.474
H -2.929 2.293 2.352 0.410
H -1.384 1.448 2.593 0.221
H 3.180 3.368 0.533 0.496
H 3.300 -4.903 3.459 0.307
H 1.078 2.095 0.364 0.831
```

Its net charge is +1. Its expectation value of S² is 8.772. For the gap between HOMO and LUMO (spin up / spin down), the calculation gives 7.0 / 6.2 eV. The calculation puts the maximum force at 1.550 eV Å⁻¹. Its HOMO energy (spin up / spin down) is -9.58 / -10.61 eV. As for the spin multiplicity: 6.

---

Look up the net charge of the third one. +1

---

Look up the net charge of the second one. -1